1.
Entry from OMol25: a cluster of 11 separate species, C54H136N6O6 in total (ωB97M-V/def2-TZVPD).

Last column: Löwdin charge in e.
Cartesian coordinates (Å):
O 2.960 -2.991 0.914  -0.17
O -2.946 2.117 5.393  -0.19
O 5.440 3.452 0.409  -0.18
O -0.704 -7.280 -1.370  -0.19
O -0.557 5.348 2.292  -0.20
O -0.575 0.148 1.147  -0.20
N -1.545 7.548 3.936  0.05
N 2.694 2.195 0.859  0.05
N 5.535 -0.352 0.827  0.03
N -3.467 5.711 5.656  0.04
N -2.276 1.322 -1.901  0.03
N -2.958 -6.676 -2.959  0.03
C 1.958 -2.083 -4.651  -0.27
C 2.226 2.462 5.130  -0.23
C 5.986 -2.327 -6.781  -0.11
C -2.173 7.013 2.725  -0.46
C -2.494 -4.712 -1.620  -0.06
C -3.221 7.939 2.069  -0.05
C 5.079 -1.070 -6.714  -0.26
C -7.803 1.693 -2.522  -0.29
C 0.088 -2.516 -9.482  -0.27
C 0.937 3.401 7.129  -0.27
C 0.443 0.644 2.001  -0.11
C -1.167 -2.182 -7.277  -0.23
C 2.641 -4.569 5.670  -0.25
C -5.976 -0.833 -2.476  -0.25
C -1.520 -1.160 -6.207  -0.27
C -1.138 6.516 1.712  -0.20
C -0.566 -6.305 -2.387  -0.21
C 3.370 -2.260 -5.196  -0.23
C 5.060 -1.741 0.816  -0.39
C 3.459 0.228 4.784  -0.10
C 3.634 -1.427 -6.433  -0.25
C 1.729 -2.585 -3.234  -0.11
C 2.594 1.092 5.690  -0.27
C 2.876 3.792 -0.944  -0.05
C -1.938 -5.657 -2.676  -0.43
C -2.815 1.193 4.324  -0.10
C -0.766 0.893 -0.025  -0.22
C 4.883 2.332 -0.233  -0.23
C 0.502 -8.009 -1.223  -0.11
C 2.023 3.617 6.104  -0.23
C -2.219 -1.727 -4.957  -0.10
C -0.043 -1.681 -8.193  -0.22
C -3.183 4.370 6.116  -0.43
C -6.610 1.487 -3.441  -0.22
C -2.217 -0.908 -1.007  -0.05
C -8.783 2.754 -2.999  -0.13
C -4.181 4.158 7.261  -0.06
C -5.898 -1.852 -3.603  -0.10
C -0.795 -3.475 4.107  -0.25
C -0.913 -2.102 -10.561  -0.12
C 5.608 -2.444 2.069  -0.05
C 3.371 2.444 -0.418  -0.39
C 0.270 4.594 1.438  -0.11
C -5.504 0.584 -2.896  -0.23
C 0.497 4.635 7.934  -0.11
C 6.837 3.514 0.347  -0.11
C 3.658 -4.284 4.563  -0.12
C 1.560 -2.870 0.683  -0.08
C -2.121 0.591 -0.640  -0.41
C 3.529 -1.700 0.876  -0.23
C -3.297 3.414 4.934  -0.20
C 1.229 -4.772 5.118  -0.22
C -1.093 -2.140 3.461  -0.12
C 0.643 -3.454 4.651  -0.24
H -0.902 -3.169 -6.879  0.11
H -2.499 -5.176 -0.630  0.08
H 3.153 1.238 6.624  0.11
H -1.963 -1.972 -10.309  0.07
H 0.602 -5.262 5.870  0.11
H -3.474 -4.355 -1.924  0.07
H -1.395 -2.161 -4.376  0.05
H -1.763 -5.057 -3.577  0.13
H -4.676 0.520 -3.604  0.09
H 1.187 -2.569 -5.262  0.10
H -2.077 -2.033 3.005  0.08
H -7.553 1.920 -1.480  0.11
H -3.161 6.471 6.250  0.08
H 0.249 3.565 1.803  0.06
H -2.955 0.876 0.003  0.14
H -8.361 0.752 -2.479  0.10
H 5.617 -3.022 -7.538  0.07
H -6.737 -2.541 -3.668  0.07
H 2.648 -3.765 6.409  0.10
H -0.371 4.437 8.561  0.07
H 1.114 -3.863 0.737  0.10
H 1.443 2.401 4.367  0.10
H 6.535 -0.233 0.840  0.08
H 5.176 1.456 0.364  0.06
H -3.623 8.552 2.878  0.08
H 7.187 4.480 0.697  0.09
H 1.286 -2.921 3.940  0.10
H -0.632 -1.115 -10.955  0.07
H 0.027 0.631 -0.740  0.13
H -0.156 4.570 0.431  0.09
H 3.089 2.820 4.549  0.10
H -6.952 -0.716 -1.999  0.09
H -0.860 6.819 4.145  0.07
H 3.023 1.330 1.270  0.06
H 4.670 -4.643 4.767  0.07
H -0.717 1.985 0.092  0.12
H -0.256 -0.657 -8.507  0.11
H -2.988 -7.278 -2.137  0.07
H 3.072 -0.503 -6.255  0.11
H -0.839 -4.313 3.399  0.10
H -5.097 1.088 -2.012  0.09
H 3.185 -1.069 0.044  0.12
H -1.035 -1.373 4.241  0.07
H 3.591 -3.321 -5.359  0.12
H -2.740 2.222 -1.880  0.07
H 3.239 -1.899 -7.338  0.11
H 0.422 -8.540 -0.270  0.09
H 2.352 -2.065 -2.502  0.06
H -2.556 -7.298 -3.661  0.07
H -4.993 -2.452 -3.455  0.05
H 1.273 0.895 1.330  0.04
H 3.045 1.672 -1.121  0.13
H -5.401 -1.131 -1.595  0.09
H -6.159 2.472 -3.593  0.11
H -2.729 3.736 4.053  0.12
H 1.108 -2.561 -9.878  0.10
H 5.094 -0.545 -7.669  0.10
H -2.735 6.085 2.881  0.11
H -2.243 -0.452 -6.623  0.11
H 1.008 2.521 7.771  0.11
H 1.381 -7.381 -1.078  0.09
H 1.907 -3.657 -3.154  0.07
H -8.301 3.725 -3.138  0.07
H -1.798 1.286 3.928  0.07
H -0.637 -0.630 -5.847  0.10
H 3.533 4.190 -1.720  0.08
H -1.398 -1.165 -1.677  0.07
H -9.619 2.909 -2.315  0.07
H -2.969 -2.502 -5.088  0.07
H -0.199 -6.812 -3.285  0.12
H -1.001 8.327 3.565  0.08
H 1.309 4.875 8.629  0.07
H 1.134 -5.483 4.290  0.11
H -0.322 -1.924 2.725  0.02
H 0.621 -8.789 -1.975  0.09
H -1.585 -3.736 4.817  0.11
H 4.423 0.720 4.654  0.08
H 0.700 -2.339 -2.956  0.05
H 3.781 -3.232 4.298  0.04
H 1.333 4.845 1.420  0.07
H -9.248 2.453 -3.942  0.07
H 1.897 4.597 5.636  0.11
H -4.226 4.967 7.992  0.07
H 3.055 -5.411 6.230  0.10
H 5.550 -0.465 -5.934  0.10
H -1.826 -3.853 -1.497  0.06
H 3.671 -0.755 5.209  0.06
H 0.095 -5.461 -2.146  0.11
H 7.146 3.425 -0.708  0.09
H -2.142 4.279 6.464  0.12
H 2.963 0.044 3.828  0.04
H -2.930 0.201 4.754  0.08
H -1.352 1.526 -2.276  0.07
H 0.072 1.575 2.446  0.07
H -3.984 3.207 7.767  0.07
H 3.429 -4.761 3.605  0.07
H 0.698 -2.688 5.441  0.12
H 1.341 -2.551 -0.342  0.07
H 6.649 -2.154 2.227  0.07
H 5.359 2.158 -1.213  0.13
H 0.893 -1.716 -7.634  0.08
H 5.113 -2.037 2.952  0.06
H 1.654 -1.035 -4.748  0.10
H 1.872 3.668 -1.347  0.07
H 4.163 -1.981 -4.488  0.12
H -2.748 8.639 1.379  0.07
H 5.992 -2.828 -5.815  0.06
H 2.998 3.732 6.603  0.11
H -3.497 1.350 3.486  0.09
H -3.158 -1.146 -1.503  0.05
H 1.144 -2.159 1.398  0.06
H 3.221 -1.171 1.787  0.11
H -4.347 3.342 4.618  0.13
H 5.132 0.159 0.053  0.03
H -2.303 -1.430 -0.049  0.08
H -4.015 7.328 1.653  0.08
H 0.032 -3.587 -9.242  0.10
H -5.664 -1.400 -4.570  0.07
H -2.904 5.838 4.818  0.02
H 2.940 2.966 1.471  0.08
H -2.055 -2.420 -7.873  0.11
H 6.987 -1.996 -7.052  0.07
H 5.395 -2.243 -0.095  0.14
H 7.324 2.653 0.820  0.09
H -6.964 0.994 -4.352  0.12
H 0.038 3.149 6.541  0.09
H 0.692 -0.063 2.786  0.07
H -0.723 -2.702 -11.454  0.07
H -5.226 4.117 6.940  0.08
H 2.849 4.577 -0.188  0.07
H -1.613 6.303 0.748  0.13
H -2.525 -0.840 -4.399  0.06
H -0.307 7.226 1.592  0.13
H 5.471 -3.520 2.009  0.08
H 1.669 0.638 6.062  0.11
H 0.296 5.497 7.299  0.07

Results
HOMO-LUMO gap: 9.2 eV
LUMO energy: 0.266 eV
SMILES string: COC[C@H](C)N.COC[C@H](C)N.COC[C@H](C)N.COC[C@H](C)N.COC[C@H](C)N.COC[C@H](C)N.CCCCCC.CCCCCC.CCCCCC.CCCCCC.CCCCCC
HOMO level: -8.89 eV
calculated total energy: -2918.7929 Eh
largest force on an atom: 0.0478 Eh/bohr
net charge: 0


2.
Entry from OMol25: a cluster of 12 separate species, C54H140N8O20 in total (ωB97M-V/def2-TZVPD).

Last column: Löwdin charge in e.
Cartesian coordinates (Å):
O 19.013 -24.179 -15.695  -0.16
O 21.047 -22.740 -20.412  -0.07
O 24.732 -17.280 -18.701  -0.07
O 15.616 -18.768 -17.070  -0.21
O 19.875 -27.958 -11.794  -0.24
O 23.673 -19.734 -26.214  -0.16
O 22.966 -26.093 -18.910  -0.20
O 13.750 -25.008 -9.828  -0.09
O 10.236 -24.851 -22.923  -0.18
O 19.232 -19.233 -22.767  -0.20
O 20.738 -16.511 -17.180  -0.20
O 27.003 -21.466 -16.046  -0.11
O 24.709 -24.005 -22.691  -0.18
O 10.815 -23.887 -15.090  -0.20
O 14.478 -24.121 -19.580  -0.22
O 22.866 -21.858 -18.270  -0.20
O 12.478 -18.393 -12.321  -0.19
O 21.052 -30.497 -17.055  -0.18
O 24.325 -30.329 -21.813  -0.22
O 14.612 -27.023 -15.084  -0.22
N 13.962 -24.147 -14.986  -0.06
N 12.332 -22.967 -21.261  -0.09
N 12.000 -18.464 -16.063  -0.05
N 19.762 -22.144 -18.017  -0.05
N 25.582 -28.173 -19.346  -0.09
N 19.006 -19.146 -19.115  -0.09
N 21.062 -29.901 -14.226  -0.08
N 23.246 -22.301 -24.508  -0.04
C 24.460 -28.760 -20.100  -0.17
C 24.131 -26.612 -18.126  -0.15
C 24.926 -23.381 -21.453  -0.12
C 19.424 -19.731 -20.374  -0.18
C 20.997 -16.106 -15.880  -0.15
C 25.409 -26.764 -18.981  -0.19
C 9.557 -24.335 -14.635  -0.11
C 25.191 -29.317 -21.323  -0.21
C 13.150 -19.202 -16.537  -0.21
C 15.473 -24.715 -20.419  -0.10
C 20.801 -22.003 -16.947  -0.18
C 24.747 -18.626 -18.179  -0.31
C 16.218 -19.902 -16.369  -0.07
C 15.136 -24.756 -11.865  -0.06
C 10.736 -25.648 -21.912  -0.15
C 13.655 -22.488 -21.184  -0.24
C 22.517 -20.468 -26.142  -0.26
C 18.724 -18.435 -23.864  -0.07
C 18.943 -23.385 -17.967  -0.15
C 22.195 -21.338 -24.948  -0.21
C 20.259 -26.568 -11.453  -0.07
C 19.921 -17.737 -17.308  -0.15
C 21.150 -30.872 -18.395  -0.13
C 19.517 -28.295 -13.203  -0.13
C 11.701 -23.684 -14.033  -0.23
C 24.541 -31.734 -21.430  -0.07
C 14.636 -26.166 -16.231  -0.20
C 21.691 -26.157 -18.300  -0.12
C 14.152 -22.732 -19.744  -0.18
C 22.272 -30.116 -14.991  -0.19
C 22.175 -29.771 -16.551  -0.19
C 10.236 -23.467 -22.622  -0.20
C 20.747 -28.501 -14.193  -0.19
C 12.686 -19.102 -13.589  -0.19
C 12.249 -18.054 -14.652  -0.19
C 28.537 -22.123 -14.157  -0.06
C 18.314 -24.866 -14.758  -0.17
C 23.412 -24.389 -23.144  -0.17
C 13.061 -19.158 -11.240  -0.11
C 21.964 -21.163 -17.339  -0.19
C 13.603 -25.048 -16.057  -0.20
C 18.711 -18.923 -21.505  -0.23
C 23.912 -22.538 -17.578  -0.09
C 24.872 -20.451 -26.181  -0.12
C 22.571 -23.078 -23.482  -0.20
C 11.636 -22.765 -22.543  -0.17
C 15.750 -27.945 -14.850  -0.04
C 24.257 -18.636 -16.774  -0.09
C 27.994 -22.422 -15.619  -0.28
C 13.004 -23.107 -14.658  -0.18
C 14.066 -24.069 -10.856  -0.26
C 14.400 -18.240 -16.493  -0.20
C 19.811 -17.920 -18.819  -0.18
C 18.076 -23.809 -16.726  -0.17
H 15.077 -22.228 -19.465  0.11
H 25.045 -18.281 -16.109  0.08
H 17.488 -24.376 -14.243  0.09
H 21.466 -27.208 -18.122  0.07
H 9.705 -23.054 -23.480  0.12
H 21.454 -25.579 -17.407  0.08
H 23.940 -21.608 -24.266  0.07
H 23.652 -32.333 -21.625  0.08
H 13.723 -19.436 -13.629  0.10
H 20.511 -19.645 -20.375  0.12
H 25.275 -17.393 -19.484  0.07
H 11.316 -17.702 -14.211  0.11
H 13.147 -23.890 -11.416  0.08
H 17.026 -20.441 -16.864  0.06
H 17.392 -23.034 -16.379  0.12
H 24.324 -26.071 -17.200  0.11
H 25.017 -21.193 -26.966  0.10
H 21.819 -20.757 -24.105  0.12
H 21.295 -22.932 -16.662  0.11
H 10.456 -25.484 -20.871  0.10
H 25.233 -28.717 -22.232  0.13
H 9.018 -23.454 -14.287  0.09
H 17.658 -19.201 -21.467  0.12
H 21.669 -15.250 -15.807  0.09
H 26.393 -28.101 -19.942  0.08
H 21.645 -27.904 -14.033  0.11
H 14.330 -24.967 -9.065  0.08
H 18.257 -23.307 -18.810  0.11
H 21.572 -23.279 -23.871  0.12
H 25.595 -19.641 -26.283  0.09
H 12.172 -20.063 -13.618  0.11
H 25.143 -20.957 -25.255  0.07
H 12.323 -23.931 -20.961  0.08
H 14.300 -26.620 -17.163  0.12
H 12.634 -25.511 -15.873  0.12
H 18.821 -27.524 -13.533  0.07
H 13.515 -24.516 -17.005  0.11
H 17.949 -25.852 -15.047  0.06
H 16.571 -19.522 -15.411  0.08
H 12.971 -19.520 -17.564  0.12
H 25.412 -32.171 -21.917  0.07
H 19.279 -17.147 -19.374  0.12
H 22.935 -25.164 -22.544  0.11
H 18.784 -17.366 -23.663  0.08
H 24.495 -23.127 -18.285  0.08
H 21.557 -20.232 -17.734  0.10
H 20.872 -25.844 -18.948  0.08
H 14.474 -23.172 -10.390  0.10
H 29.102 -22.980 -13.790  0.06
H 18.108 -18.725 -19.305  0.09
H 27.713 -23.431 -15.920  0.10
H 21.675 -19.780 -26.225  0.12
H 24.270 -19.336 -18.855  0.11
H 12.580 -20.130 -11.125  0.08
H 11.875 -24.668 -13.597  0.12
H 14.097 -19.449 -11.414  0.07
H 14.684 -17.627 -15.637  0.11
H 23.086 -30.239 -16.925  0.11
H 15.387 -28.654 -14.107  0.09
H 20.440 -26.416 -10.389  0.08
H 20.133 -15.835 -15.273  0.08
H 25.781 -18.951 -18.060  0.10
H 26.262 -26.422 -18.394  0.11
H 14.946 -25.822 -11.992  0.08
H 19.229 -21.286 -18.032  0.07
H 9.588 -25.124 -13.883  0.08
H 12.087 -17.633 -16.630  0.09
H 15.445 -20.630 -16.125  0.06
H 21.360 -21.876 -25.397  0.11
H 23.292 -18.175 -16.563  0.07
H 27.406 -20.595 -16.070  0.07
H 9.587 -23.317 -21.759  0.12
H 24.262 -19.663 -16.409  0.05
H 27.676 -22.039 -13.494  0.07
H 21.843 -22.867 -19.896  0.01
H 20.550 -18.583 -17.028  0.09
H 26.201 -29.673 -21.119  0.12
H 22.183 -28.731 -16.876  0.08
H 12.919 -22.429 -15.508  0.11
H 20.366 -31.568 -18.694  0.09
H 19.331 -18.728 -24.720  0.08
H 21.210 -29.996 -19.040  0.08
H 23.715 -27.987 -20.290  0.11
H 18.936 -17.688 -16.846  0.12
H 24.671 -23.914 -20.537  0.06
H 20.346 -28.238 -15.172  0.11
H 14.082 -17.372 -17.070  0.11
H 15.264 -24.184 -12.784  0.04
H 25.348 -26.265 -19.948  0.11
H 13.333 -22.337 -19.143  0.12
H 12.208 -23.087 -23.413  0.12
H 11.825 -25.679 -21.944  0.08
H 17.647 -18.604 -23.872  0.08
H 18.954 -29.211 -13.024  0.12
H 15.158 -24.968 -21.432  0.07
H 14.140 -23.121 -21.928  0.10
H 19.088 -20.766 -20.315  0.10
H 25.953 -23.026 -21.369  0.09
H 9.041 -24.916 -15.398  0.09
H 16.679 -27.424 -14.619  0.04
H 11.277 -23.007 -13.292  0.11
H 19.576 -24.271 -18.023  0.09
H 23.586 -23.173 -16.755  0.09
H 11.456 -21.691 -22.566  0.11
H 22.568 -22.544 -22.532  0.09
H 24.822 -31.803 -20.379  0.07
H 23.884 -29.507 -19.554  0.10
H 28.765 -22.271 -16.374  0.10
H 13.356 -20.150 -16.041  0.08
H 24.431 -22.418 -21.326  0.08
H 15.952 -28.402 -15.819  0.08
H 22.383 -31.192 -15.130  0.11
H 22.477 -21.067 -27.052  0.12
H 21.228 -30.324 -13.324  0.12
H 10.447 -26.643 -22.250  0.09
H 15.667 -25.707 -20.012  0.09
H 14.105 -24.811 -14.239  0.06
H 13.829 -21.432 -21.390  0.13
H 13.397 -22.573 -13.793  0.09
H 20.784 -18.192 -19.227  0.12
H 13.050 -18.679 -10.261  0.09
H 22.067 -31.367 -18.715  0.07
H 23.852 -27.610 -17.789  0.09
H 18.946 -25.059 -13.892  0.07
H 21.227 -26.368 -11.912  0.07
H 17.485 -24.632 -17.127  0.11
H 12.862 -17.157 -14.571  0.11
H 18.622 -17.844 -21.378  0.11
H 22.459 -21.034 -16.377  0.11
H 23.203 -29.882 -14.476  0.11
H 16.056 -24.524 -11.329  0.06
H 21.436 -16.962 -15.369  0.07
H 20.401 -22.419 -19.782  -0.04
H 23.411 -24.937 -24.086  0.11
H 20.295 -21.679 -16.038  0.12
H 16.417 -24.180 -20.523  0.08
H 15.664 -25.803 -16.243  0.10
H 29.182 -21.244 -14.169  0.07
H 19.417 -25.939 -11.741  0.06
H 24.617 -21.781 -17.233  0.06

Results
HOMO-LUMO gap: 8.8 eV
LUMO energy: 0.364 eV
SMILES string: COCCNCCOC.COCCNCCOC.COCCNCCOC.COCCNCCOC.COCCNCCOC.COCCNCCOC.COCCNCCOC.COCCNCCOC.CCO.CCO.CCO.O
HOMO level: -8.42 eV
calculated total energy: -4083.5259 Eh
largest force on an atom: 0.0671 Eh/bohr
net charge: 0